Entry 1:
ORCA calculation (ωB97M-V/def2-TZVPD) on one molecule with the formula C3H6O3.

## Properties
Molecular weight (g/mol): 90.1
HOMO energy (alpha / beta) (eV): -7.27 / -7.10
Total energy (Ha): -343.4821
HOMO-LUMO gap (alpha / beta) (eV): 8.0 / 7.9

```
12
Properties=species:S:1:pos:R:3:forces:R:3
O 2.002 -0.026 0.106 0.051 -0.161 -0.162
C 1.012 0.614 -0.628 0.138 0.341 -0.022
C -0.974 -0.520 1.508 0.465 -0.239 0.488
O -1.683 -0.196 0.456 -0.750 0.094 0.201
C -1.263 -0.017 -0.753 0.304 0.253 -0.646
O 0.021 -0.329 -1.046 -0.243 -0.146 -0.102
H 2.393 -0.707 -0.458 0.013 0.108 0.120
H 1.414 1.068 -1.545 -0.052 -0.055 0.194
H 0.579 1.383 0.022 -0.008 -0.177 -0.154
H -1.545 -0.579 2.420 0.084 -0.029 -0.099
H 0.069 -0.781 1.386 -0.165 0.097 0.092
H -2.017 0.058 -1.523 0.164 -0.086 0.091
```
Positions in Å, forces in eV/Å.

Results of the natural (NBO) charge analysis, in e, for atoms 1 through 4: O -0.71; C 0.22; C -0.21; O -0.36

***

Entry 2:
ORCA calculation (ωB97M-V/def2-TZVPD) on one molecule with the formula C3H6O3 at a distorted geometry.

## Properties
Molecular weight (g/mol): 90.1
HOMO energy (eV): -10.32
Total energy (Ha): -343.6142
SMILES: O=C(O)CCO
HOMO-LUMO gap (eV): 11.0

```
12
Properties=species:S:1:pos:R:3:forces:R:3
C 1.138 -0.329 -0.190 -2.540 0.565 -2.573
C -0.040 -0.416 0.792 2.249 1.435 0.732
C -1.196 0.237 0.089 -2.002 1.572 0.543
H 1.681 1.585 -0.054 -1.689 -1.248 -2.085
H 0.894 -1.016 -1.035 0.602 0.618 0.347
H 2.056 -0.587 0.245 1.308 -0.302 0.638
H -0.120 -1.475 1.155 -0.457 1.248 -0.121
H 0.375 0.356 1.513 -1.324 -1.286 0.210
H -2.491 -0.170 -1.215 -0.630 0.686 -0.300
O 1.123 1.044 -0.740 2.386 -0.117 2.522
O -1.725 -0.571 -0.823 0.783 -1.625 -0.266
O -1.695 1.343 0.264 1.315 -1.546 0.354
```
Positions in Å, forces in eV/Å.

Results of the natural (NBO) charge analysis, in e, for atoms 1 through 4: C -0.06; C -0.54; C 0.80; H 0.47

***

Entry 3:
ORCA calculation (ωB97M-V/def2-TZVPD) on a 2-piece molecular cluster, C3H6O3 overall at a distorted geometry.

## Properties
Molecular weight (g/mol): 90.1
HOMO energy (eV): -9.13
Total energy (Ha): -343.5206
SMILES: C=C=O.OCO
HOMO-LUMO gap (eV): 9.9

```
12
Properties=species:S:1:pos:R:3:forces:R:3
C -2.084 0.440 0.441 -0.647 2.094 1.514
C -2.723 -0.666 0.309 0.533 -2.100 -1.032
C 1.733 0.002 0.129 1.341 0.981 -3.390
O -1.802 1.516 0.777 0.697 -0.003 -0.598
O 2.721 -0.378 -0.902 -1.158 -2.429 3.566
O 0.464 0.289 -0.552 1.325 -8.037 2.880
H -3.633 -0.771 0.850 -0.503 0.040 0.224
H 0.594 1.127 -0.641 0.197 8.412 -1.404
H -2.281 -1.506 -0.206 -0.131 0.072 -0.039
H 2.152 0.844 0.761 -0.927 -0.565 -0.892
H 1.755 -0.896 0.683 -0.812 -0.765 0.636
H 3.105 -0.002 -1.649 0.084 2.299 -1.466
```
Positions in Å, forces in eV/Å.

Results of the natural (NBO) charge analysis, in e, for atoms 1 through 4: C 0.73; C -0.79; C 0.22; O -0.48

***

Entry 4:
ORCA calculation (ωB97M-V/def2-TZVPD) on one molecule with the formula C3H6O3 at a distorted geometry.

## Properties
Molecular weight (g/mol): 90.1
HOMO energy (eV): -9.12
Total energy (Ha): -343.4235
SMILES: O=C[C@H](O)CO
HOMO-LUMO gap (eV): 9.3

```
12
Properties=species:S:1:pos:R:3:forces:R:3
C 0.646 0.743 -0.132 5.420 -2.022 4.932
C 0.164 -0.744 0.580 -0.143 3.663 -1.244
C -0.470 -0.887 -0.796 -1.019 -4.506 -0.098
O -0.364 1.690 -0.153 -1.808 -0.346 -1.626
O -0.675 -0.704 1.667 -0.682 -0.121 0.127
O 0.051 -1.444 -1.753 -0.680 1.384 1.028
H -0.436 2.230 -0.947 0.110 -0.260 -0.323
H -1.344 -0.022 1.511 0.143 -0.031 0.134
H 1.470 1.355 0.270 -0.170 -0.043 1.900
H 0.966 -1.464 0.764 0.127 0.385 -0.283
H 1.571 0.003 -0.291 -1.628 1.223 -3.968
H -1.580 -0.756 -0.720 0.329 0.673 -0.581
```
Positions in Å, forces in eV/Å.

Results of the natural (NBO) charge analysis, in e, for atoms 1 through 4: C -0.28; C 0.00; C 0.38; O -0.69

***

Entry 5:
ORCA calculation (ωB97M-V/def2-TZVPD) on one molecule with the formula C3H6O3 at a distorted geometry.

## Properties
Molecular weight (g/mol): 90.1
HOMO energy (alpha / beta) (eV): -7.39 / -6.01
Total energy (Ha): -343.4782
HOMO-LUMO gap (alpha / beta) (eV): 8.0 / 6.7

```
12
Properties=species:S:1:pos:R:3:forces:R:3
C 0.014 0.627 0.522 -1.126 2.369 -0.784
C 1.063 0.514 -0.602 -1.133 -0.143 1.752
C -1.188 -0.159 0.036 1.862 2.373 1.120
O 1.843 -0.644 -0.471 1.452 0.268 -0.754
O -1.978 0.620 -0.719 -0.349 -0.392 0.137
O -1.360 -1.480 0.042 0.010 -0.333 -0.439
H 0.471 0.322 1.421 0.214 -0.651 1.250
H -0.431 1.748 0.712 1.400 -2.624 -0.648
H 0.536 0.601 -1.513 0.004 0.158 -1.699
H 2.705 -0.522 -0.972 -1.754 -0.178 0.855
H -2.362 0.096 -1.409 -0.620 -0.466 -0.810
H -0.614 -1.825 0.543 0.041 -0.380 0.020
```
Positions in Å, forces in eV/Å.

Results of the natural (NBO) charge analysis, in e, for atoms 1 through 4: C -0.55; C 0.03; C 0.56; O -0.75

***

Entry 6:
ORCA calculation (ωB97M-V/def2-TZVPD) on a 2-piece molecular cluster, C3H6O3 overall at a distorted geometry.

## Properties
Molecular weight (g/mol): 90.1
HOMO energy (eV): -10.26
Total energy (Ha): -343.6110
SMILES: CC=O.O=CO
HOMO-LUMO gap (eV): 11.2

```
12
Properties=species:S:1:pos:R:3:forces:R:3
O 0.532 -0.862 0.692 -0.150 0.021 0.006
C 0.508 -1.395 -0.392 1.276 0.003 0.886
C 0.898 -0.670 -1.638 -1.417 -0.269 0.238
H 0.309 -2.476 -0.429 -0.257 -0.085 -0.275
H 0.137 -0.984 -2.362 0.382 0.308 -0.383
H 1.893 -0.940 -1.977 0.068 -0.023 -0.025
H 0.783 0.382 -1.389 0.294 0.135 -0.410
O -1.833 0.495 0.978 -0.997 -0.377 0.125
C -1.431 1.403 1.626 1.759 0.922 -0.308
O -0.203 1.986 1.338 -1.129 -0.649 0.939
H -1.861 1.866 2.520 -0.395 0.036 -0.176
H 0.269 1.196 1.031 0.566 -0.022 -0.617
```
Positions in Å, forces in eV/Å.

Results of the natural (NBO) charge analysis, in e, for atoms 1 through 4: O -0.55; C 0.46; C -0.72; H 0.12

***

Entry 7:
ORCA calculation (ωB97M-V/def2-TZVPD) on C3H6O3S as an isolated structure at a distorted geometry.

## Properties
Molecular weight (g/mol): 122.1
HOMO energy (eV): -10.64
Total energy (Ha): -741.7542
HOMO-LUMO gap (eV): 10.3

```
13
Properties=species:S:1:pos:R:3:forces:R:3
C -1.385 0.292 -0.201 -0.877 -0.767 -0.161
C 0.396 -0.279 0.903 -1.353 -0.381 1.639
C 0.027 0.493 -0.355 0.614 1.522 -0.306
O -4.131 -0.947 0.093 -0.701 0.137 0.624
O -3.349 0.492 -1.621 -1.816 0.773 0.131
O -2.104 0.976 0.505 0.489 0.273 -0.042
S -4.122 0.411 -0.382 1.343 -1.185 -1.694
H -1.683 -0.681 -0.619 -0.771 0.152 0.032
H 1.423 -0.407 0.781 1.864 -0.470 0.791
H -0.094 -1.292 0.802 0.601 0.842 0.514
H 0.057 0.216 1.918 0.847 -0.932 -2.255
H 0.522 0.033 -1.245 -0.751 0.375 0.680
H 0.202 1.575 -0.294 0.512 -0.340 0.046
```
Positions in Å, forces in eV/Å.

Results of the natural (NBO) charge analysis, in e, for atoms 1 through 4: C 0.49; C -0.59; C -0.51; O -0.87

***

Entry 8:
ORCA calculation (ωB97M-V/def2-TZVPD) on one molecule with the formula C3H6O4 at a distorted geometry.

## Properties
Molecular weight (g/mol): 106.1
HOMO energy (eV): -9.26
Total energy (Ha): -418.8441
SMILES: O/C=C/C(O)(O)O
HOMO-LUMO gap (eV): 10.0

```
13
Properties=species:S:1:pos:R:3:forces:R:3
C 0.854 -0.223 0.015 -1.106 -0.282 -0.228
C -1.413 0.782 -0.191 -2.533 -1.150 1.170
C -0.684 -0.302 0.018 1.734 0.959 -0.868
O 1.393 -1.290 -0.698 0.201 -0.673 0.572
O 1.373 0.946 -0.530 -0.134 0.139 -0.555
O 1.314 -0.330 1.327 0.179 0.499 0.568
O -2.831 0.692 -0.079 1.302 0.371 -0.587
H 1.894 -1.759 -0.010 0.061 -0.143 -0.524
H 2.007 0.606 -1.184 -0.158 0.455 0.192
H 1.369 0.602 1.598 0.159 -0.496 0.336
H -3.108 -0.236 -0.170 0.331 0.431 0.106
H -1.084 1.810 -0.253 0.087 -0.198 -0.291
H -1.084 -1.298 0.157 -0.124 0.089 0.109
```
Positions in Å, forces in eV/Å.

Results of the natural (NBO) charge analysis, in e, for atoms 1 through 4: C 0.71; C 0.16; C -0.36; O -0.73

***

Entry 9:
ORCA calculation (ωB97M-V/def2-TZVPD) on C3H6O4Ru as an isolated structure at a distorted geometry.

## Properties
Total charge: +3
2S+1: 6
Molecular weight (g/mol): 207.1
HOMO energy (alpha / beta) (eV): -25.37 / -25.01
Total energy (Ha): -512.1308
HOMO-LUMO gap (alpha / beta) (eV): 10.9 / 5.0

```
14
Properties=species:S:1:pos:R:3:forces:R:3
O -1.532 -0.449 -0.287 -1.118 0.788 -0.869
C -0.465 -0.254 0.447 -1.455 -0.026 6.248
C -2.150 0.825 -0.549 3.496 -0.089 -0.786
O 1.357 -1.451 -0.123 -2.323 -4.909 0.019
O -0.112 1.050 0.530 -0.026 -0.512 -1.521
C -1.024 1.834 -0.271 -1.218 -1.390 1.277
Ru 2.093 -0.131 1.127 1.851 0.938 1.889
H -3.008 0.941 0.122 -1.239 0.009 0.425
H -2.481 0.826 -1.591 -0.932 -0.197 -0.572
H -1.357 2.681 0.334 0.218 0.641 -0.051
H -0.453 2.144 -1.151 -0.024 0.553 -0.723
O -0.132 -0.991 1.437 -0.962 1.579 -2.748
H 1.734 -2.214 -0.574 1.263 -0.132 -1.232
H 0.495 -2.158 0.522 2.471 2.748 -1.357
```
Positions in Å, forces in eV/Å.

Results of the natural (NBO) charge analysis, in e, for atoms 1 through 4: O -0.17; C 0.96; C -0.12; O -1.05

***

Entry 10:
ORCA calculation (ωB97M-V/def2-TZVPD) on one molecule with the formula C3H6O5 at a distorted geometry.

## Properties
Molecular weight (g/mol): 122.1
HOMO energy (eV): -9.69
Total energy (Ha): -494.0574
SMILES: O=C(C(O)O)C(O)O
HOMO-LUMO gap (eV): 10.1

```
14
Properties=species:S:1:pos:R:3:forces:R:3
C -0.042 -0.789 -0.070 -1.131 1.805 -0.670
C -1.327 0.077 0.328 1.953 0.070 0.886
C 1.229 -0.029 -0.310 -0.051 0.098 2.363
O -0.151 -1.955 -0.176 -0.001 -2.034 -0.169
O -2.427 -0.750 0.330 0.209 -0.840 -1.834
O -1.584 1.217 -0.448 0.208 0.306 -0.249
O 1.273 0.940 0.785 -0.959 -0.588 -1.370
O 2.398 -0.851 -0.213 -1.932 0.932 -0.681
H -0.875 0.411 1.314 -1.742 -0.467 -0.202
H 0.978 0.503 -1.224 1.062 0.151 -0.632
H -2.398 -1.131 -0.627 -0.426 0.577 2.497
H -2.340 1.681 -0.035 0.629 -0.407 -0.267
H 2.196 0.973 0.944 1.341 0.410 0.744
H 3.071 -0.298 -0.597 0.840 -0.011 -0.418
```
Positions in Å, forces in eV/Å.

Results of the natural (NBO) charge analysis, in e, for atoms 1 through 4: C 0.52; C 0.26; C 0.25; O -0.48

***

Entry 11:
ORCA calculation (ωB97M-V/def2-TZVPD) on an isolated ion of composition C3H6OPS and charge -1 at a distorted geometry.

## Properties
Total charge: -1
Molecular weight (g/mol): 121.1
HOMO energy (eV): -3.15
Total energy (Ha): -932.7054
SMILES: CP(C)C([O-])=S
HOMO-LUMO gap (eV): 7.1

```
12
Properties=species:S:1:pos:R:3:forces:R:3
C 1.579 -0.642 -0.420 2.921 0.468 1.370
C -0.171 1.385 0.532 3.143 -0.341 2.607
C -1.266 -1.068 -0.434 1.348 1.629 0.528
O 1.737 -1.858 -0.493 -0.672 1.662 -0.190
P 0.024 0.272 -0.865 0.800 -1.881 -0.443
S 2.983 0.589 0.206 -2.021 -1.851 -1.037
H -1.006 1.937 0.236 -1.398 1.434 0.330
H 0.817 1.977 0.676 -1.692 -0.567 -1.041
H -0.171 0.952 1.598 -0.763 0.113 -1.602
H -2.049 -0.404 -0.707 -1.705 -0.275 -0.386
H -1.284 -1.140 0.655 0.072 -0.547 -0.134
H -1.195 -2.000 -0.985 -0.033 0.157 -0.004
```
Positions in Å, forces in eV/Å.

Results of the natural (NBO) charge analysis, in e, for atoms 1 through 4: C 0.19; C -1.00; C -0.91; O -0.65

***

Entry 12:
ORCA calculation (ωB97M-V/def2-TZVPD) on an isolated ion of composition C3H6OS and charge -1.

## Properties
Total charge: -1
2S+1: 2
Molecular weight (g/mol): 90.1
HOMO energy (alpha / beta) (eV): 0.38 / -2.96
Total energy (Ha): -591.2783
HOMO-LUMO gap (alpha / beta) (eV): 3.0 / 6.3

```
11
Properties=species:S:1:pos:R:3:forces:R:3
O -0.259 2.674 0.471 0.146 -0.145 0.035
C -0.085 1.525 -0.093 -0.150 -0.125 0.157
C 0.403 0.327 0.693 0.010 0.746 0.154
C -0.049 -1.013 0.147 0.451 -0.145 0.661
S 0.487 -1.356 -1.554 -0.011 -0.230 -0.290
H -0.605 1.265 -1.026 -0.089 0.058 -0.247
H 1.503 0.321 0.838 0.013 -0.079 -0.163
H 0.005 0.439 1.718 -0.006 -0.194 -0.038
H -1.125 -1.095 0.260 -0.174 -0.122 -0.334
H 0.418 -1.823 0.724 -0.172 0.068 0.031
H -0.694 -1.265 -2.179 -0.018 0.168 0.036
```
Positions in Å, forces in eV/Å.

Results of the natural (NBO) charge analysis, in e, for atoms 1 through 4: O -0.80; C 0.02; C -0.50; C -0.51